ORCA calculation (wB97M-V/def2-TZVPD) on one molecule with the formula C11H17NO2Si in a non-equilibrium geometry.

Geometry as XYZ:
```
32
Properties=species:S:1:pos:R:3:forces:R:3
Si 0.2455 -2.0885 -1.8185 -0.405 -0.904 -0.627
O -2.9555 0.1708 2.3898 1.136 0.765 -0.767
O 2.1848 3.8659 1.1970 1.724 0.244 -0.496
N -0.0315 -0.3526 0.2607 3.218 2.397 0.560
C 1.2012 3.2084 1.2736 -2.147 -0.335 -0.110
C 0.4107 0.7250 1.2041 0.905 1.408 1.381
C -1.0221 -3.3055 -1.0205 1.653 -2.304 -1.957
C 0.7345 -0.6610 -0.7235 -0.177 -0.530 -0.217
C 0.7440 2.0442 0.4250 -1.457 -1.298 -1.641
C -1.8964 0.6522 2.1792 -1.969 -1.351 1.233
C -0.4053 2.4125 3.0604 -0.576 -1.514 -2.101
C -0.6987 -1.4290 -3.2805 2.510 3.452 -1.604
C 1.8072 -3.0450 -2.3171 0.608 5.185 0.160
C -0.6925 1.1186 2.1703 2.286 1.231 0.572
C 0.1141 3.6028 2.2261 -1.073 -2.722 0.442
H 2.0252 -2.9253 -3.3377 -0.295 -0.139 -1.773
H 2.7427 -2.5913 -1.9340 -0.592 -0.446 0.648
H 0.3842 4.3285 2.8779 1.606 2.181 2.070
H -1.3365 2.4449 3.5931 -0.326 1.310 0.425
H -1.7953 -3.6809 -1.7794 1.042 0.691 1.113
H -1.4711 -0.7339 -3.0885 -1.080 0.812 1.143
H -0.8952 -0.6786 0.5600 -2.210 -1.601 0.220
H -0.7328 4.0136 1.8235 -1.955 1.016 -2.240
H 1.4208 0.4523 1.7984 -2.379 0.104 -1.339
H -1.1831 -2.0933 -3.8820 -1.152 -2.657 -1.364
H -0.4173 -4.2585 -0.6854 -1.395 1.879 -0.136
H -0.1784 -0.7701 -4.1154 -0.097 -1.325 1.787
H -0.2373 2.3752 -0.1306 1.628 -0.469 1.158
H 1.3598 1.6081 -0.3501 0.902 0.841 -0.312
H 1.6791 -3.9950 -2.0839 -0.147 -4.492 1.107
H -1.4851 -2.7687 -0.2411 -0.822 0.079 1.272
H 0.3803 2.3542 3.7489 1.034 -1.505 1.393
```
Positions in Å, forces in eV/Å.

Properties
**Lowest unoccupied orbital energy**: 0.01173 Ha
**Kohn-Sham gap**: 8.39 eV
**DFT total energy**: -25140.649 eV

ORCA calculation (wB97M-V/def2-TZVPD) on C28H46CoF6OP2 as an isolated structure in a non-equilibrium geometry.

Geometry as XYZ:
```
84
Properties=species:S:1:pos:R:3:forces:R:3
Co -0.5656 2.7736 -2.9821 -0.822 -0.646 4.967
P -0.0823 2.5998 -4.8501 0.748 -1.081 -6.135
P -0.2424 -0.3898 -3.9273 0.617 -0.927 -1.293
F -2.8282 -4.6647 4.1775 0.826 0.195 -0.550
F -1.7082 -2.1128 6.0300 -0.537 0.111 -0.193
F -3.7921 -2.8159 5.8305 0.861 0.753 0.076
F -3.2944 -0.7059 5.4786 0.321 -0.716 0.149
F -2.0343 -4.0521 2.2118 0.172 0.128 1.159
F -0.7755 -3.8746 4.0165 -0.755 -0.074 -0.415
O -1.7985 -1.3631 3.2122 0.146 0.573 0.500
C -0.0943 1.3612 3.3025 -0.663 0.381 -0.486
C 0.0919 0.0696 -0.7964 -1.388 0.831 0.477
C 1.5556 2.6261 -5.6465 0.428 0.293 0.657
C -4.0425 -2.2405 3.1528 -0.184 -0.104 -0.022
C 2.1838 -2.4065 0.8789 0.880 -0.745 -0.412
C 1.0377 0.5493 3.4943 0.438 -0.104 0.349
C -0.8544 1.2952 -5.9683 0.020 0.348 0.816
C -0.6515 3.4951 2.0605 -0.252 0.357 1.052
C 1.0742 -0.5153 4.5034 0.315 -0.388 0.132
C 2.0977 1.1054 2.7029 0.100 -0.269 0.315
C -2.8403 -1.9861 5.2996 -0.495 -0.320 -0.505
C 0.2541 2.3824 2.3826 0.352 0.293 0.134
C -0.9232 3.9403 -5.6684 0.072 0.889 -0.145
C 0.8977 -1.8379 -4.1032 0.160 -0.104 0.584
C -2.0458 -3.7375 3.5497 -0.877 0.745 0.274
C 3.4753 0.5835 2.7318 -0.014 -0.345 -0.084
C 1.5448 0.2727 -0.9894 -0.348 0.370 -0.902
C -1.8716 -1.1980 -3.8109 -0.334 -0.108 0.419
C -1.3726 1.3221 4.0211 0.144 0.313 0.343
C 0.8828 -2.1593 1.5095 -2.131 -0.906 -0.912
C 2.4971 -2.0341 -0.6043 0.280 -0.480 0.725
C -0.2307 -1.6679 0.9629 -1.182 0.675 1.255
C 1.6216 2.2538 2.0272 -0.250 -0.011 0.071
C -0.4936 -1.2773 -0.4236 -0.147 -0.568 -1.183
C -2.6317 -2.2335 3.7479 0.374 -1.244 0.141
C 2.4471 3.1788 1.1938 0.426 0.436 -0.253
C -0.2719 -0.0743 -5.7447 -0.229 -0.207 -0.071
C 2.5499 -0.5727 -0.9244 0.698 -0.781 -0.575
H 1.8130 -1.5253 -4.6200 -0.184 0.083 0.179
H -2.0336 -1.5827 -2.8062 -0.029 -0.034 0.082
H -1.9291 1.3236 -5.7478 0.090 -0.087 -0.218
H -0.5660 4.8814 -5.2731 0.008 0.447 -0.112
H 1.8262 -2.5445 -1.3105 0.116 -0.008 0.520
H 1.4260 2.6366 -6.7281 -0.063 -0.002 0.021
H -4.4869 -1.2669 3.3649 -0.090 -0.082 -0.020
H -0.1303 0.7156 0.0602 -0.383 0.168 0.199
H -1.5909 -1.2773 -0.5718 0.419 0.407 0.181
H 0.6160 -2.8166 2.3332 0.644 0.738 0.931
H 3.3571 2.6788 0.8159 -0.427 0.201 0.235
H -4.6344 -3.0344 3.6180 -0.162 0.196 -0.304
H 2.3980 -3.4900 0.9377 -0.035 0.339 0.195
H 1.9499 -1.1542 4.4352 0.136 0.043 -0.052
H -1.9747 -2.0258 -4.5114 0.113 -0.014 -0.065
H -0.1942 -2.1339 -1.0324 0.331 0.362 -0.572
H -2.6715 -0.4828 -4.0101 0.025 0.077 -0.010
H -0.6762 1.6497 -6.9815 -0.202 0.148 -0.086
H 3.4964 -2.4738 -0.7796 -0.415 0.287 -0.090
H 2.1616 1.7662 -5.3620 -0.070 -0.047 0.019
H 3.4190 -0.4670 3.0243 0.316 0.139 0.004
H -0.4718 3.8161 1.0569 -0.142 0.447 -0.724
H -0.8911 -0.8473 -6.2352 0.386 0.261 0.083
H -1.3691 0.5388 4.7653 -0.256 -0.123 -0.068
H -0.4316 4.3623 2.7464 -0.268 -0.677 -0.622
H 0.7517 -0.1504 -6.1394 -0.300 0.084 0.087
H -1.6971 3.1824 2.2256 0.432 0.352 -0.260
H 2.1007 3.5206 -5.3394 0.029 -0.012 -0.082
H -0.7108 3.8688 -6.7249 -0.094 0.278 -0.378
H 3.9560 0.6538 1.7566 0.065 0.037 0.010
H 1.9120 3.5837 0.3235 -0.109 -0.306 0.158
H 1.1926 -2.2308 -3.1285 -0.070 -0.041 -0.167
H 2.8754 -1.9321 1.5869 0.593 -0.104 -0.566
H -1.9933 3.8821 -5.5043 -0.214 -0.032 -0.008
H -1.1570 -1.4888 1.5881 1.355 -0.880 -0.071
H -1.4570 2.2957 4.5246 -0.198 0.005 0.036
H -2.2445 1.2043 3.3633 0.292 -0.172 0.130
H 3.5218 -0.2592 -1.3022 -0.030 0.411 0.434
H 2.7756 4.1012 1.7293 -0.211 -0.738 0.018
H -0.5492 0.4931 -1.6296 1.022 -0.145 0.602
H 0.4432 -2.6420 -4.6911 -0.077 0.150 0.093
H 4.0876 1.1162 3.4685 -0.036 -0.023 -0.066
H -3.9991 -2.3686 2.0652 0.096 -0.067 0.275
H 0.1882 -1.1430 4.3831 -0.304 -0.025 -0.072
H 1.7765 1.2802 -1.3090 0.201 0.340 -0.059
H 1.0494 -0.1029 5.5263 -0.073 0.054 -0.275
```
Positions in Å, forces in eV/Å.

Properties
**⟨S²⟩**: 6.016
**Net charge**: +1
**Lowest unoccupied orbital energy (alpha / beta)**: -0.16481 / -0.17961 Ha
**Kohn-Sham gap (alpha / beta)**: 4.83 / 4.41 eV
**Multiplicity**: 5
**DFT total energy**: -104326.427 eV

ORCA calculation (wB97M-V/def2-TZVPD) on a 12-piece molecular cluster, C21H65NO12 overall in a non-equilibrium geometry.

Geometry as XYZ:
```
99
Properties=species:S:1:pos:R:3:forces:R:3
O -3.1017 -3.2107 -3.2675 -0.134 -0.734 0.800
O 0.6163 -0.3253 -2.7596 0.663 1.450 -0.671
O -0.1127 -1.4574 2.5935 0.153 0.649 -0.610
O 0.7051 2.4448 -3.5372 -0.217 0.573 0.522
O 2.2153 2.8984 -5.9742 -0.360 -0.219 -1.534
O -4.5379 2.5513 0.5458 1.358 1.723 0.349
O 1.4659 3.0265 1.4593 0.051 -0.015 0.391
O -4.2354 1.3199 -4.3169 -0.481 0.001 0.122
O 6.3571 0.8600 0.4147 -0.506 0.112 -0.462
O -1.0968 3.8135 -1.6525 -0.519 0.267 0.535
O 3.4293 -0.8993 -2.8877 0.768 -0.355 0.077
O -0.3616 -3.0654 -3.6653 1.201 0.330 0.385
N -0.3307 -1.7918 3.8922 -2.261 -3.014 2.572
C 4.0019 0.1761 -0.1300 0.806 0.384 1.269
C 5.7706 -1.4052 0.8928 -1.255 -1.151 -0.040
C 3.9732 1.8532 -7.4466 1.628 1.083 -1.488
C -1.9582 -2.5405 5.7086 1.063 0.879 -0.166
C 2.8845 1.7097 -6.4868 -2.275 -0.871 1.738
C 3.1709 0.9170 -5.2690 1.513 -1.219 1.222
C -1.6242 0.0505 -1.7774 -0.863 -0.834 0.020
C -1.0055 -1.9078 6.7445 -0.296 0.018 -1.303
C 0.6282 0.2393 4.8412 0.907 0.365 0.391
C 5.5175 -0.2163 -0.0255 -1.129 -0.919 -0.314
C 0.5407 0.8507 -0.6368 -0.613 0.115 -1.465
C -5.3383 0.3640 0.7201 -0.434 0.428 -0.012
C -2.5574 -2.9843 3.3066 0.855 0.044 0.394
C -5.4931 1.7233 0.0196 -0.439 -1.958 -0.215
C 2.0937 -1.8532 4.3587 -0.754 -0.480 0.389
C 0.6679 -1.2964 4.8419 0.810 0.020 -0.212
C 0.4174 -1.8595 6.2810 0.530 0.100 -0.834
C -2.6784 -0.6309 4.1559 1.925 -0.517 0.462
C -1.8104 -1.9847 4.2539 -0.740 1.225 -0.168
C -6.8587 2.3649 0.0062 -0.308 0.357 -1.057
C -0.1337 -0.1886 -1.5770 0.120 -0.773 1.690
H -4.7606 2.7312 1.4621 0.010 0.039 0.145
H 1.5852 0.9419 -0.9351 0.011 -0.024 0.377
H 4.8854 -1.9993 1.1202 -0.655 0.355 -0.150
H 2.2404 3.3941 1.0336 0.256 0.006 -0.126
H -3.4515 -3.3466 3.8140 -0.107 0.192 0.149
H 3.2896 -0.4324 -3.7116 -0.062 -0.163 0.126
H 0.5832 -1.2013 -3.1510 -0.717 -0.653 0.030
H 5.8131 -0.5753 -1.0113 0.242 0.531 -0.237
H 3.7398 0.5230 0.8695 -0.103 0.698 0.060
H -7.1687 2.9458 0.8748 0.100 -0.529 0.457
H -2.4120 -0.1375 3.2212 -0.466 -0.030 -0.189
H -2.1469 0.3902 -0.8833 0.425 0.647 0.205
H 0.8559 -1.1931 7.0238 0.904 -0.100 -0.261
H 2.3023 0.5466 -4.7246 -0.465 0.450 -0.419
H 0.5754 1.5163 -3.3441 -0.006 -0.816 0.098
H 3.7430 0.0208 -5.5090 0.105 -0.197 -0.292
H 6.0889 -1.1402 1.9010 0.690 0.040 -0.143
H -3.5287 0.8880 -4.7967 0.319 -0.330 -0.237
H 2.8327 3.5002 -5.5522 0.411 -0.167 -0.001
H 0.7387 0.6538 3.8392 -0.318 0.075 -0.151
H 0.8816 -2.8450 6.3182 0.045 -0.051 0.160
H 3.6849 1.7031 -8.4870 -0.410 -0.027 0.019
H 6.8455 0.5149 1.1657 0.041 0.183 -0.041
H 3.7859 1.4287 -4.5287 0.110 0.399 -0.008
H -1.9523 -3.8715 3.1198 0.177 0.052 -0.119
H -0.0685 -0.5008 2.6612 -0.029 0.674 -0.954
H 2.1625 1.0474 -6.9646 -0.853 0.823 -0.228
H -1.9442 0.6423 -2.6350 0.497 0.376 0.094
H -5.8027 -0.4472 0.1594 -0.043 -0.055 0.147
H 2.3845 -1.6352 3.3311 -0.241 0.524 0.113
H -3.8458 2.1334 -3.9965 0.164 0.290 0.141
H 2.9315 -1.6739 5.0326 -0.154 0.867 0.161
H -6.8161 3.1100 -0.7882 -0.057 0.185 -0.096
H -4.2684 0.1873 0.8307 -0.054 -0.188 -0.144
H 0.7283 3.3801 0.9621 -0.316 -0.022 -0.190
H -0.4258 -3.0583 -4.6203 -0.136 0.047 -0.605
H 3.7971 0.9293 -0.8909 0.275 0.116 0.203
H -0.3687 4.3676 -1.3712 0.181 0.128 -0.110
H -3.1606 -3.3578 -4.2115 -0.088 -0.005 -0.784
H 2.7016 -0.6244 -2.3298 -0.480 0.074 -0.049
H 1.4850 0.6765 5.3538 0.258 -0.216 0.178
H -7.6159 1.6578 -0.3325 -0.172 -0.065 0.372
H 0.0110 -1.1356 -1.0570 -0.443 -0.251 0.146
H 4.3523 2.8752 -7.4426 0.432 0.009 0.207
H -5.7618 0.4406 1.7215 -0.152 -0.247 0.184
H 1.0859 2.4564 -4.4153 0.127 0.245 -0.578
H 4.7836 1.1403 -7.2943 0.075 0.168 0.319
H -2.9466 -2.2434 6.0592 -0.343 -0.780 -0.278
H 0.0601 1.8081 -0.8382 0.148 0.157 0.328
H -3.7506 -0.7698 4.2948 0.084 -0.261 -0.354
H -2.8818 -2.5599 2.3565 0.289 0.144 0.032
H -0.7116 3.2196 -2.2967 0.398 -0.199 -0.597
H 6.3220 -2.1818 0.3627 0.951 0.324 0.473
H -5.2340 1.5285 -1.0210 0.226 0.268 -0.138
H -1.1081 -3.5915 -3.3785 -0.641 0.013 0.242
H 2.0812 -2.9427 4.3923 -0.594 -0.205 -0.117
H 3.2493 -0.6026 -0.2536 0.708 -0.619 -0.398
H -1.2656 -0.8579 6.8794 -0.535 -0.010 0.385
H 0.4254 0.5995 0.4176 0.073 -0.048 -0.149
H -1.0062 -2.4405 7.6954 -0.421 0.140 0.085
H -0.2295 0.6744 5.3542 -0.283 -0.235 -0.274
H -3.3506 -2.2938 -3.1514 -0.064 0.584 -0.045
H -2.3405 0.0414 4.9445 -0.068 0.128 0.144
H -1.7708 -3.6124 5.6460 -0.367 -0.134 0.280
H -2.1587 -0.8885 -1.9213 0.345 -0.387 -0.376
```
Positions in Å, forces in eV/Å.

Properties
**⟨S²⟩**: 0.750
**Net charge**: -1
**Lowest unoccupied orbital energy (alpha / beta)**: 0.08115 / 0.07986 Ha
**Kohn-Sham gap (alpha / beta)**: 1.89 / 8.43 eV
**Multiplicity**: 2
**DFT total energy**: -48887.494 eV

ORCA calculation (wB97M-V/def2-TZVPD) on one molecule with the formula C5H12N2S in a non-equilibrium geometry.

Geometry as XYZ:
```
20
Properties=species:S:1:pos:R:3:forces:R:3
S -1.7817 0.4559 0.5450 -0.559 -1.021 -0.230
N -0.5438 0.3553 -0.6678 -0.873 -1.550 -0.871
N -2.3244 -0.9206 1.0800 -0.501 0.452 -1.322
C 2.2957 -0.0727 1.3846 0.099 1.305 0.634
C 0.8193 0.9326 -0.6232 -0.562 -2.861 2.452
C -3.2271 0.7281 -0.6227 0.188 -1.148 2.131
C 2.2060 -1.1907 -0.7339 0.217 -0.511 0.329
C 1.8372 -0.1348 0.0117 -0.546 -0.663 -4.282
H 2.8126 -2.0279 -0.3215 -0.371 0.844 0.018
H 0.7426 1.7439 0.0395 0.087 1.324 0.939
H 0.9773 1.3256 -1.5827 1.012 0.123 -1.357
H -4.1473 0.9931 -0.0571 0.726 -0.686 -0.088
H 1.7677 0.7769 1.7761 -0.182 0.224 1.187
H 2.0446 -0.9939 1.8790 0.094 -0.162 0.579
H -1.9061 -1.5416 1.7436 0.926 0.581 0.526
H -3.3075 -0.2036 -1.1986 -0.063 0.469 0.166
H 1.9306 -1.4163 -1.7576 -0.249 0.542 -0.101
H 3.3615 0.1674 1.4472 -0.099 -0.259 0.089
H -0.5956 -0.5565 -1.2027 0.042 1.378 0.895
H -2.9618 1.5797 -1.1390 0.613 1.618 -1.695
```
Positions in Å, forces in eV/Å.

Properties
**Lowest unoccupied orbital energy**: 0.03469 Ha
**Kohn-Sham gap**: 8.98 eV
**DFT total energy**: -19191.521 eV

Which of these has the lowest DFT total energy?
C28H46CoF6OP2